{"formula": "C16H22BN7V", "method": "the ωB97M-V functional and the def2-TZVPD basis", "symbols": ["H", "N", "B", "N", "C", "V", "H", "C", "H", "C", "H", "C", "H", "H", "H", "N", "N", "N", "N", "C", "C", "H", "H", "C", "C", "C", "C", "H", "H", "H", "H", "H", "C", "C", "C", "C", "C", "C", "N", "H", "H", "H", "H", "H", "H", "H", "H"], "xyz": [[-0.65073, 2.73805, 1.34166], [-0.38392, 1.46994, -0.34373], [0.18047, 0.50115, -2.62466], [0.10822, 1.69510, -1.62500], [0.46952, 2.98542, -1.74427], [-0.78373, -0.53707, 0.09597], [0.86656, 3.34781, -2.68109], [0.21420, 3.62349, -0.52673], [0.40031, 4.65066, -0.29054], [-0.32332, 2.64429, 0.32019], [0.54899, 0.86858, -3.70873], [-1.73570, -2.23055, 0.83487], [-2.00503, -2.55935, 1.84217], [-0.66198, -2.48582, 0.71655], [-2.32691, -2.79814, 0.11533], [-1.24248, -0.10044, -2.65905], [1.10156, -0.60251, -2.04954], [-1.82596, -0.55031, -1.45609], [0.77213, -1.21885, -0.82115], [-2.11057, -0.28153, -3.65595], [2.27461, -1.09048, -2.48115], [-1.83057, -0.01160, -4.66336], [2.67899, -0.76356, -3.42707], [-3.28688, -0.82826, -3.14177], [2.75497, -2.01161, -1.54360], [-3.09247, -0.97959, -1.77322], [1.81072, -2.05876, -0.51509], [-4.17554, -1.08903, -3.68869], [3.67043, -2.57626, -1.60239], [-3.73841, -1.37135, -0.99660], [1.80587, -2.62784, 0.40094], [-2.09498, -1.07689, 0.82204], [-1.50828, -0.42665, 3.48874], [-0.12472, -0.03862, 3.19170], [0.83806, 0.33406, 4.16492], [1.98360, 0.72007, 3.46314], [1.69190, 0.56346, 2.08194], [2.63301, 0.98373, 1.03473], [0.41076, 0.06040, 1.93411], [-1.63369, -1.51800, 3.46813], [-2.22322, 0.03490, 2.79072], [-1.75669, -0.08783, 4.50391], [0.66454, 0.31444, 5.23470], [2.92740, 1.08615, 3.84854], [2.69679, 2.08335, 0.98621], [3.63646, 0.61264, 1.29482], [2.37570, 0.60323, 0.04347]], "s2": 3.768, "homo_lumo_gap_ev": [6.09, 6.12], "total_charge": 0, "relative_energy_kcal_mol": 35.7, "spin_multiplicity": 4}